No. 1
This record from the OMol25 dataset describes a structure of composition C24H29AsN2O2PdS. The level of theory is ωB97M-V with the def2-TZVPD basis set.

```
! wB97M-V def2-TZVPD RIJCOSX def2/J DEFGRID3
* xyz 2 1
H 4.79572 3.64155 -0.16441
N -1.54905 0.75942 0.08425
H -6.80806 -0.38793 2.08751
H 1.46408 4.91890 -0.81674
C 3.01209 2.72967 -0.96610
H -0.95354 0.24859 3.08038
C 3.60255 1.33710 -0.75539
C 0.95064 -2.25017 -2.37172
H 3.41866 4.72762 -0.14439
H 2.56188 -1.57706 1.80814
H -1.23749 -4.42304 -3.02629
H 1.74072 -4.17117 -2.86204
C -0.39523 -4.27157 -2.34845
H 1.97408 -2.83385 0.67817
C -0.50942 -2.98951 2.63728
C -2.73156 1.24256 0.44642
H 4.34069 3.16948 -2.61502
H -0.90711 5.16396 -0.29701
C 0.81466 -3.61926 -3.02267
H 2.89386 4.17508 -2.60188
C 0.05930 0.10609 2.70943
C 3.26866 3.16801 -2.41449
C -0.62357 1.76562 -0.22276
H -3.59638 -3.12863 1.33066
C -0.76890 -3.23903 -1.33688
S -2.86264 2.92559 0.37174
H -0.19185 -5.23092 -1.87327
C -3.71981 0.26729 0.90562
H 3.52472 3.42168 1.04047
C -3.97854 -2.11563 1.34940
H 1.16478 0.64297 -0.65291
H 3.18750 0.60194 -1.43897
C 1.88964 -1.79032 0.97403
C 1.50616 2.76807 -0.70650
C 3.71904 3.69070 0.00007
H -1.49374 -2.75967 3.03918
H 0.69802 -3.49380 -4.09775
H -5.43089 1.50839 1.30466
N -0.07571 -2.12174 -1.40321
H 0.74858 -0.04814 3.54266
O -1.66443 -3.27825 -0.41820
C 0.87474 4.02951 -0.64542
C -1.20198 3.03051 -0.11390
C -0.45843 4.18185 -0.35622
H 2.11381 -1.13833 0.13220
C -3.22795 -1.04399 0.91964
C -5.02002 0.50629 1.32102
Pd -1.51454 -1.25269 -0.04355
H -5.90185 -2.67465 2.11462
H 3.45627 1.00281 0.27821
C 0.73316 1.62814 -0.53118
H -0.56161 -3.85387 1.97940
C -5.79335 -0.56425 1.75843
H 2.79151 2.48819 -3.12207
H 4.67792 1.37369 -0.92965
As 0.12079 -1.48070 1.64041
C -5.28262 -1.85491 1.77544
H 0.19746 -3.17106 3.44968
H 0.37989 0.95648 2.11266
O 1.77868 -1.41367 -2.57279
*
```

- Energy relative to the best compared isomer or geometry (same formula, charge and spin): 0.4461 eV
- HOMO energy: -0.5284 Eh
- Orbital gap: 5.55 eV

---

No. 2
This record from the OMol25 dataset describes a cluster of 2 separate species, CH3IOS2 in total at a distorted geometry. The level of theory is ωB97M-V with the def2-TZVPD basis set.

```
! wB97M-V def2-TZVPD RIJCOSX def2/J DEFGRID3
* xyz 0 1
O -2.02261 -0.53869 1.77954
S -1.83151 0.78524 2.32710
H -1.10908 0.41967 -0.71874
I 0.47748 0.17232 4.71625
C -0.33498 0.28983 -0.04543
H 0.64553 0.10912 -0.63038
H -0.69369 -0.57359 0.50016
S -0.57458 1.72106 0.97293
*
```

- Energy relative to the best compared isomer or geometry (same formula, charge and spin): 1.5646 eV
- HOMO energy (alpha / beta): -0.3157 / -0.3521 Eh
- Orbital gap (alpha / beta): 5.78 / 7.89 eV

---

No. 3
This record from the OMol25 dataset describes an isolated molecule of C17H18N2O5 at a distorted geometry. The level of theory is ωB97M-V with the def2-TZVPD basis set.

```
! wB97M-V def2-TZVPD RIJCOSX def2/J DEFGRID3
* xyz 0 1
H 2.62918 -1.92884 3.49753
H 2.35803 1.73948 1.72121
C 0.60583 -2.04293 -2.99302
C 1.33160 -2.11119 2.13019
N 1.61520 0.27657 -4.27336
O -2.13138 2.23440 0.41668
C -0.50352 1.82472 -1.91082
C -1.02026 0.83330 -1.16428
C 0.70652 0.32083 -3.25367
H 3.56606 0.90163 0.70395
O 0.35257 1.60126 -2.95190
C -2.25460 0.04641 2.90373
C -0.77370 3.28222 -1.74612
C 3.16658 1.00134 1.71822
H -1.11729 -2.95524 -0.03417
C 1.71432 -0.88488 1.56073
O 1.94879 -2.56984 3.25052
C -1.90087 1.12999 -0.02220
C 0.04090 -1.16368 -0.14623
H -1.65765 -0.86196 2.86286
C 1.07164 -0.42499 0.42793
O 2.73371 -0.23575 2.22329
H -3.72476 1.06714 1.68485
H 1.66728 1.08925 -4.86473
C -0.66240 -0.62133 -1.37492
H -0.28762 3.82951 -2.54962
C 0.23713 -0.75647 -2.58593
H -1.84333 3.47575 -1.75432
N 0.89182 -3.09684 -3.35406
H 1.76998 -0.61854 -4.70645
H -0.39958 3.62798 -0.78484
H -1.57851 -1.20574 -1.52828
H 1.35543 0.51560 -0.01950
H -2.84613 0.04893 3.81458
O -2.42436 0.00638 0.48666
H -1.58655 0.90433 2.91398
H 0.04159 -3.78919 1.99030
C -0.32387 -2.37554 0.41110
H 3.95960 1.33237 2.38719
C -3.17382 0.12061 1.69229
H -3.87150 -0.71913 1.67729
C 0.31793 -2.84795 1.54333
*
```

- Energy relative to the best compared isomer or geometry (same formula, charge and spin): 2.4313 eV
- HOMO energy: -0.2981 Eh
- Orbital gap: 8.59 eV

---

No. 4
This record from the OMol25 dataset describes an isolated molecule of C5H11NO. The level of theory is ωB97M-V with the def2-TZVPD basis set.

```
! wB97M-V def2-TZVPD RIJCOSX def2/J DEFGRID3
* xyz 0 1
H -1.93227 0.46057 -1.64823
H 1.63967 -1.89951 0.38320
C -0.01480 -0.48225 0.27167
H 1.64018 0.61922 1.03347
C 0.08473 -0.21095 -1.23716
H -0.72578 1.09618 -2.77914
H 0.48864 -2.01553 1.73160
C -0.90728 0.83906 -1.72961
H 0.04845 -2.63940 0.13125
H -0.84329 1.75849 -1.13892
O -1.25263 1.55675 1.88029
H 1.11203 0.10298 -1.47112
C 0.57752 -1.83716 0.65540
H -1.06670 -0.45039 0.57732
N 0.63147 0.57927 1.03398
C -0.04257 1.48874 1.78048
H -0.07995 -1.14999 -1.77919
H 0.64256 2.18392 2.30470
*
```

- Energy relative to the best compared isomer or geometry (same formula, charge and spin): 0.2209 eV
- HOMO energy: -0.3573 Eh
- Orbital gap: 10.62 eV

---

No. 5
This record from the OMol25 dataset describes a cluster of 10 separate species, C23H26Cl20N4O in total at a distorted geometry. The level of theory is ωB97M-V with the def2-TZVPD basis set.

```
! wB97M-V def2-TZVPD RIJCOSX def2/J DEFGRID3
* xyz 0 1
H 0.54570 5.06457 -4.20577
H 2.11238 4.40741 -1.99251
H 2.11313 -1.28821 4.72857
H -1.92632 5.39576 0.86854
Cl -3.07875 -5.17756 -3.90353
N 0.92439 -0.72662 1.32677
C -1.05801 0.74399 6.12980
Cl -6.58915 -1.55274 2.11925
H 1.58116 1.41170 4.59988
C -1.03363 3.48589 0.19655
C 4.09839 -1.57871 -5.23139
Cl -3.78785 -1.35536 2.64464
H -1.09485 -0.83629 1.95476
Cl -1.00039 2.38527 5.46703
Cl -2.87189 3.58079 -2.88669
C 2.31689 0.81372 4.09801
H 3.10767 2.34170 2.92564
H 1.36941 -0.69578 2.23238
N -1.01758 2.25846 0.81442
C -0.64951 -0.93073 -0.24042
H 3.32583 -1.42119 -3.19742
Cl 0.26860 -4.24487 0.98540
C 3.94514 0.40523 2.59978
Cl -2.43714 0.62221 7.21944
H 4.61511 0.69852 1.80968
Cl -5.25250 1.01226 1.96303
Cl -2.77454 -6.31052 -1.28480
H -1.74372 1.46308 2.63626
C 2.54220 -0.54174 4.07780
C 3.61482 -0.79274 3.16954
Cl 0.46119 0.38001 6.92781
C -2.08387 3.63473 2.19167
H 4.26579 -2.36761 -5.96580
H -2.69915 3.98463 3.00541
Cl -0.80346 -3.31124 3.51637
H -0.23207 2.92426 -5.14772
H 4.57883 -2.57728 -3.39607
H 0.81206 -0.66711 -1.92917
C -5.10626 -0.70037 1.66685
C 0.84448 1.87778 -3.66218
C -1.70886 4.34995 1.01264
C -0.59363 -4.69430 2.44146
C -3.88081 2.13227 -2.87601
C -0.42408 -0.83751 1.11508
H 4.13419 -1.71529 2.98138
Cl -4.92027 2.19624 -1.43970
Cl -0.50231 -5.29107 -2.64753
Cl -2.55149 -3.46438 -1.64858
C 0.62083 -0.73484 -0.87312
Cl -1.25938 -0.39434 4.77405
C 1.56808 -0.63428 0.11314
N 3.14835 1.37101 3.16767
Cl -4.80212 -0.99636 -0.03913
H 4.93510 -0.88860 -5.16249
C -2.23330 -5.03462 -2.37060
Cl -2.85438 0.70919 -2.78479
Cl 0.31924 -5.96083 3.27842
C 0.83686 4.11935 -3.77524
H -0.56177 1.37543 0.59343
C 1.58842 3.78176 -2.69228
Cl -2.21230 -5.29822 2.03603
C 1.57173 2.35427 -2.61164
C 3.69426 -2.16542 -3.90712
H -1.62865 -0.91701 -0.68619
H 0.56703 0.88481 -3.96963
H 2.63703 -0.52090 0.05404
H 2.08935 1.74414 -1.89333
H 3.26317 -0.99926 -5.63885
H -0.62397 3.56481 -0.79621
Cl -4.88361 2.09459 -4.31705
O 2.71482 -3.18393 -4.05250
N 0.39428 2.95873 -4.37030
H 3.05969 -4.05071 -3.84446
C -1.70399 2.33003 1.99763
*
```

- HOMO energy: -0.2911 Eh
- Orbital gap: 7.99 eV

---

No. 6
This record from the OMol25 dataset describes a structure of composition C34H27HfI2N5O3S. The level of theory is ωB97M-V with the def2-TZVPD basis set.

```
! wB97M-V def2-TZVPD RIJCOSX def2/J DEFGRID3
* xyz 2 1
C 2.62456 4.17643 0.34350
C 1.16642 3.58554 -1.47570
H 0.71219 3.77331 3.75571
S -1.61611 1.64149 -1.42554
C 0.84148 -1.87108 2.42511
C -2.76673 -1.09532 -4.08795
N 1.15421 -0.97005 -0.45907
Hf -0.28731 0.48175 0.82969
H -2.42881 -0.75256 -7.36645
H -4.04373 0.61777 3.34177
C 1.22153 -4.15862 3.15442
N 3.98183 -3.74979 -4.05129
N 1.32152 2.19302 0.47840
C -2.74652 -0.37216 -5.28003
H -2.48624 -1.06442 -1.95999
I 2.32845 -5.60411 4.14279
C 2.29734 -0.12683 2.86414
C 3.21970 -1.38520 -1.58058
C -3.17868 0.14572 2.87211
C -1.04482 0.88054 4.01839
O -2.12595 0.77623 -0.28967
C 2.22001 3.04450 1.00845
H -1.81402 2.65016 -4.03138
H 2.38606 5.34158 -1.44927
H 0.73005 3.75750 -2.44848
H -0.26418 -5.55347 2.55875
C 2.61870 -2.40340 -2.31333
C -0.37016 -2.26654 1.80464
H -2.67162 2.44197 1.49582
C -2.43268 -0.50241 -2.88342
C -3.13753 -1.00973 -6.57969
C -1.90861 2.24324 2.23788
H -2.99738 -0.80650 3.36725
C 0.58315 -1.95363 -1.16581
H 0.61384 1.69514 5.09954
H 0.78180 -3.48471 -2.64782
N -0.04304 1.42287 -1.13462
C 2.44863 -0.69605 -0.66813
H -3.06627 -2.13551 -4.10499
C 1.65028 -2.79548 3.10704
H -4.11863 -0.64675 -6.89110
C -2.38843 0.97775 -5.24364
H -3.18818 -2.09337 -6.49854
C 3.15590 -0.97151 3.57429
C -0.92827 3.20247 2.49001
I -2.46630 -4.21079 0.89500
O -1.06882 -1.29684 1.16756
H 4.26185 -1.13594 -1.71764
H 3.48244 -2.97700 4.22984
H 4.05565 -0.56790 4.01522
C -2.07564 0.84088 -2.88226
C 2.08277 4.45171 -0.91352
H -3.43284 -0.04945 1.83141
C -0.74533 -3.57634 1.84372
H 3.34753 4.83674 0.79979
C 1.27851 -2.69621 -2.10127
H -0.46091 -2.15383 -0.96231
H 2.87996 0.09930 -0.07434
H 2.53103 0.92346 2.75967
N 1.17773 -0.54589 2.30366
C -1.99917 1.06938 3.01599
H 2.60036 2.81431 1.99329
C 0.06115 -4.52261 2.53273
C 3.37735 -3.15091 -3.28134
C -2.05853 1.59689 -4.05491
C 0.82215 2.46229 -0.74067
H -0.90012 4.10308 1.88890
H -1.08729 -0.01794 4.62273
O -2.01480 3.01000 -1.44510
C 2.83407 -2.29867 3.69027
H -2.38358 1.55193 -6.16139
C -0.02116 3.01092 3.52742
C -0.08177 1.84966 4.28431
*
```

- Energy relative to the best compared isomer or geometry (same formula, charge and spin): 0.1480 eV
- HOMO energy: -0.4903 Eh
- Orbital gap: 7.15 eV

---

No. 7
This record from the OMol25 dataset describes a structure of composition C30H30AuCl2N2O3. The level of theory is ωB97M-V with the def2-TZVPD basis set.

```
! wB97M-V def2-TZVPD RIJCOSX def2/J DEFGRID3
* xyz -1 1
H -4.64563 2.41838 -2.18124
N -1.05964 1.95147 -3.46734
H 5.98254 0.18233 5.66354
H -1.26111 1.80496 -5.99834
C -2.95639 -0.38687 -3.16149
C 4.33907 -3.67622 1.53134
H -3.38101 -2.59707 -1.96216
O 0.53256 -2.22934 2.16708
C -1.19341 2.82743 -5.62810
C 5.07074 -1.01303 4.12032
C -1.66259 2.90101 -4.18544
Cl -1.72418 1.66899 -1.80125
C 1.37983 -0.22969 3.86703
H 1.30299 -3.80079 -1.12833
C -5.27316 -0.44797 -3.88557
H -2.65309 -0.07069 -0.32247
H 3.70153 0.37532 4.99731
C 2.69366 -0.92120 3.63130
H -2.42966 1.48614 0.50724
H 1.73840 -1.77690 -3.14465
C -4.48850 1.45335 -2.64101
C 0.26647 -3.55446 -1.32771
C -4.00003 -1.00567 -3.84358
C 2.84478 -1.99037 2.73249
H -6.51254 1.19901 -3.32832
C -2.96701 4.24789 -1.25810
C 0.00562 -2.35709 -1.98522
H 4.08209 -3.33579 0.52647
C 2.14988 -1.40099 -1.08458
C -2.92471 4.30097 -2.53854
H 6.17799 -2.50618 3.05847
H -0.14871 3.13554 -5.68752
C -2.34745 -2.86982 -1.80019
Au -0.02251 0.13262 0.13073
C -2.05646 -4.03175 -1.10745
H -2.91323 4.51660 -4.67840
C -1.33432 -2.04366 -2.29275
C 4.11177 -2.56104 2.51961
C 5.20010 -2.06525 3.22376
H 1.51724 0.59306 4.56976
C -3.25113 0.86212 -2.59353
C 3.81530 -0.45538 4.30849
C 1.17402 -1.43101 -2.27699
Cl -3.72050 -2.48771 -4.70935
H 6.90788 0.10082 4.16448
C -5.52044 0.76825 -3.28138
C -2.55568 3.89933 -3.86888
H 5.38936 -3.96776 1.54091
O 1.90519 -0.59789 -0.10035
H 6.88397 -1.28232 5.25238
H -2.86928 -4.64569 -0.73935
C 1.68923 -2.53166 1.98179
H 3.74568 -4.56228 1.76443
H 0.62591 -0.91318 4.25376
H -0.49665 -5.31687 -0.37046
H -0.94217 -0.24390 -3.27473
H 0.97618 0.16339 2.93235
O 3.11659 -2.16054 -1.10582
H -6.05392 -0.97538 -4.41657
H -0.41803 1.83376 -1.36836
H 1.93957 -3.26734 1.20059
C 6.27494 -0.47415 4.84417
H -1.78759 3.48600 -6.26052
C -1.94295 0.73230 -0.11594
H -3.55222 5.23413 -2.37867
N -1.66043 -0.92988 -3.07539
C -0.74019 -4.40202 -0.89485
H 0.82970 -0.41486 -2.47989
*
```

- HOMO energy: -0.1712 Eh
- Orbital gap: 6.92 eV

---

No. 8
This record from the OMol25 dataset describes a structure of composition C4H11BO2 at a distorted geometry. The level of theory is ωB97M-V with the def2-TZVPD basis set.

```
! wB97M-V def2-TZVPD RIJCOSX def2/J DEFGRID3
* xyz 0 1
H -0.48004 -1.42604 -1.29165
B -2.21713 0.16510 0.15479
H 1.08199 -0.94176 -1.98367
H 1.07375 -1.96062 -0.64864
C 1.86811 0.58959 0.59608
H 2.83977 0.64887 0.08385
H -3.53268 -1.25295 -0.06021
H -0.76257 -0.02678 1.83564
O -2.68388 1.01052 -0.70314
C 0.56280 -0.99708 -1.00820
H -3.37266 0.84928 -1.24691
O -2.72932 -1.06327 0.35961
H 1.93078 1.44381 1.24424
H -0.79462 1.64391 1.45392
C 0.60290 0.37503 -0.25634
C -0.97623 0.61447 0.99219
H 0.57154 1.20579 -0.86079
H 1.95837 -0.35176 1.28786
*
```

- Energy relative to the best compared isomer or geometry (same formula, charge and spin): 2.3580 eV
- HOMO energy: -0.3409 Eh
- Orbital gap: 9.64 eV